5
Properties=species:S:1:pos:R:3:forces:R:3 method="wB97M-V/def2-TZVPD" lumo_energy_ev=0.15 homo_lumo_gap_ev=11.411 relative_energy_ev=0.2901 total_energy_ha=-1419.2612 smiles=ClC(Cl)Cl
Cl 10.35678 -10.42135 21.87378 1.987 0.583 0.458
C 12.01812 -10.09878 22.72385 -0.676 -0.314 -0.421
Cl 13.34703 -9.33845 21.73176 -1.576 -0.503 0.600
Cl 12.59123 -11.61964 23.38932 -0.004 0.043 -0.132
H 11.74433 -9.47482 23.57462 0.268 0.192 -0.505